Below is 5 unconnected molecules or ions with the total composition C36H58N7O8PS at a distorted geometry, with properties calculated with wB97M-V/def2-TZVPD.

Each line ends with the Mulliken charge.
Cartesian coordinates (Å):
C -1.792 -4.543 3.323  -0.784
C -2.208 -4.164 2.082  -0.496
C -1.530 -2.978 1.431  0.113
N -0.349 -3.217 0.933  -0.404
C 0.195 -2.081 0.405  0.566
C 1.515 -2.160 -0.149  0.555
P 2.462 -3.735 -0.171  0.654
O 1.651 -4.969 -0.259  -0.683
C 2.139 -1.066 -0.654  -0.420
O 3.419 -1.194 -1.129  0.571
C 3.485 -1.320 -2.551  -0.477
C 5.002 -1.247 -2.959  -0.827
O 5.771 -0.497 -2.037  -0.385
C 6.548 -1.336 -1.186  0.171
C 7.545 -0.455 -0.368  -1.325
C 1.517 0.219 -0.676  -0.865
C 2.211 1.426 -1.222  -0.024
C 3.371 1.865 -0.586  -0.067
C 3.992 2.987 -1.094  -0.652
N 3.570 3.716 -2.117  -0.676
C 2.465 3.262 -2.696  -0.616
C 1.747 2.151 -2.317  -0.344
C 0.248 0.306 -0.169  1.264
S -0.637 1.865 -0.186  -0.147
C -0.419 -0.827 0.394  -0.639
N -1.673 -0.649 0.898  -0.454
C -2.219 -1.719 1.411  0.308
C -3.605 -1.561 2.024  -0.632
C -4.482 -0.671 1.083  -0.474
C -5.913 -1.270 0.822  -0.958
C -5.986 -1.677 -0.654  -0.852
O -5.893 -0.535 -1.491  -0.244
C -5.504 -0.885 -2.800  -0.794
H -1.322 -5.520 3.484  0.272
H -1.874 -3.875 4.187  0.270
H -2.991 -4.727 1.566  0.264
H 3.367 -3.669 -1.259  0.018
H 3.258 -3.794 1.004  0.019
H 2.907 -0.503 -3.004  0.243
H 3.100 -2.288 -2.908  0.539
H 5.042 -0.697 -3.908  0.385
H 5.376 -2.273 -3.073  0.364
H 7.025 -2.182 -1.700  0.394
H 5.837 -1.781 -0.464  -0.018
H 7.608 -0.879 0.641  0.351
H 7.136 0.555 -0.264  0.279
H 8.509 -0.460 -0.883  0.383
H 3.740 1.317 0.273  0.330
H 4.901 3.325 -0.587  0.569
H 2.078 3.840 -3.540  0.395
H 0.840 1.813 -2.807  0.492
H -1.510 1.725 -1.217  0.223
H -4.083 -2.524 2.215  0.574
H -3.452 -0.970 2.938  0.202
H -4.027 -0.554 0.093  0.361
H -4.542 0.344 1.493  0.408
H -6.055 -2.110 1.500  0.484
H -6.620 -0.450 1.003  0.353
H -5.168 -2.371 -0.914  0.351
H -6.952 -2.179 -0.856  0.639
H -4.579 -1.486 -2.824  0.303
H -6.325 -1.443 -3.282  0.311
H -5.312 0.020 -3.387  0.270
C -6.238 -6.588 -1.481  -0.972
N -5.721 -6.052 -0.237  0.125
C -4.826 -6.873 0.563  -0.852
C -6.048 -4.820 0.195  0.288
O -5.655 -4.303 1.226  -0.601
H -6.806 -7.498 -1.279  0.351
H -5.408 -6.823 -2.150  0.356
H -6.891 -5.864 -1.966  0.308
H -5.260 -7.031 1.552  0.300
H -3.871 -6.364 0.684  0.263
H -4.666 -7.832 0.077  0.402
H -6.732 -4.292 -0.487  0.132
C -4.709 5.345 0.350  -0.958
N -4.493 4.277 -0.605  0.168
C -5.568 3.332 -0.869  -0.815
C -3.328 4.127 -1.257  0.154
O -3.086 3.250 -2.068  -0.641
H -4.944 4.919 1.327  0.340
H -5.543 5.968 0.019  0.344
H -3.818 5.964 0.439  0.303
H -5.236 2.321 -0.628  0.191
H -5.830 3.364 -1.928  0.281
H -6.440 3.583 -0.270  0.379
H -2.579 4.890 -0.987  0.277
C 4.964 -1.244 4.520  -0.955
N 5.215 -0.395 3.372  0.283
C 4.772 -0.826 2.059  -0.306
C 5.848 0.791 3.477  0.087
O 6.080 1.538 2.546  -0.515
H 5.451 -2.210 4.374  0.310
H 3.888 -1.397 4.633  0.316
H 5.353 -0.785 5.427  0.328
H 5.626 -0.896 1.389  -0.243
H 4.082 -0.087 1.652  0.165
H 4.279 -1.794 2.121  0.176
H 6.147 1.034 4.511  0.252
C 2.477 6.472 -0.568  -0.961
N 3.231 7.638 -0.144  0.143
C 4.419 7.450 0.670  -0.946
C 2.867 8.890 -0.480  0.119
O 3.460 9.901 -0.154  -0.596
H 2.127 5.930 0.315  0.288
H 3.120 5.820 -1.161  0.458
H 1.617 6.768 -1.168  0.264
H 4.299 7.974 1.620  0.316
H 5.285 7.868 0.155  0.302
H 4.580 6.391 0.855  0.337
H 1.954 8.922 -1.098  0.263

Computed properties:
Highest occupied orbital energy: -8.3 eV
Charge: 0
Molecular weight: 779.94 g mol⁻¹
SMILES: C=Cc1nc2c([PH2]=O)c(OCCOCC)c(-c3ccncc3)c(S)c2nc1CCCCOC.CN(C)C=O.CN(C)C=O.CN(C)C=O.CN(C)C=O
F_max: 2.50 eV/A
DFT total energy: -3131.15881 Ha
HOMO-LUMO gap: 7.760 eV